Entry 1:
ORCA calculation (ωB97M-V with the def2-TZVPD basis set) on C2H9NO5 as an isolated structure in a non-equilibrium geometry.

Positions of all 17 atoms, in Å:
C: 1.94 0.25 -0.75
N: 2.13 -0.73 0.14
O: 0.50 -0.26 -2.04
O: -0.27 -1.39 -1.60
O: 1.12 1.25 -0.49
H: -0.64 -1.10 -0.74
H: 0.36 0.82 -1.39
H: 2.70 0.36 -1.51
H: 2.67 -1.53 -0.13
H: 1.46 -0.86 0.88
C: -2.45 0.42 0.99
O: -1.22 -0.28 0.87
O: -0.24 0.38 1.71
H: 0.23 0.94 1.04
H: -2.79 0.42 2.03
H: -2.36 1.44 0.62
H: -3.15 -0.14 0.37

Values from the calculation:
Highest occupied orbital energy   -9.230 eV
HOMO-LUMO gap   0.3693 Ha
LUMO energy   0.8206 eV

---

Entry 2:
ORCA calculation (ωB97M-V with the def2-TZVPD basis set) on a 2-piece molecular cluster, C2H9NOS2 overall in a non-equilibrium geometry.

Positions of all 15 atoms, in Å:
C: -0.16 0.47 -2.18
S: -0.98 1.66 -1.11
S: 0.55 2.87 -0.50
H: 0.52 0.99 -2.85
H: 0.43 -0.34 -1.75
H: -0.95 0.07 -2.82
H: 0.48 3.69 -1.55
N: -0.22 -3.61 0.93
C: 0.58 -3.48 2.11
O: 0.61 -2.08 2.49
H: -0.40 -4.59 0.70
H: -1.15 -3.22 0.97
H: 1.61 -3.75 1.90
H: 0.24 -4.03 3.00
H: 0.22 -1.69 1.71

Values from the calculation:
Highest occupied orbital energy   -9.159 eV
HOMO-LUMO gap   0.3596 Ha
LUMO energy   0.6272 eV

---

Entry 3:
ORCA calculation (ωB97M-V with the def2-TZVPD basis set) on a 2-piece molecular cluster, C2H9NOS2 overall in a non-equilibrium geometry.

Positions of all 15 atoms, in Å:
C: -1.25 -1.62 -0.60
S: -0.30 -2.93 0.23
S: 0.80 -1.94 1.65
H: -0.66 -0.69 -0.69
H: -1.59 -1.94 -1.58
H: -2.13 -1.36 0.00
H: 1.74 -1.45 0.81
N: -0.24 1.67 0.89
C: 0.78 1.72 -0.16
O: 0.55 0.68 -1.10
H: -0.32 2.64 1.14
H: -0.96 1.01 0.66
H: 1.82 1.63 0.23
H: 0.73 2.68 -0.70
H: 1.03 -0.10 -0.78

Values from the calculation:
Highest occupied orbital energy   -8.944 eV
HOMO-LUMO gap   0.3495 Ha
LUMO energy   0.5650 eV

---

Entry 4:
ORCA calculation (ωB97M-V with the def2-TZVPD basis set) on a 2-piece molecular cluster, C2H9NOS2 overall in a non-equilibrium geometry.

Positions of all 15 atoms, in Å:
C: 1.89 -3.14 -0.29
S: 2.33 -2.02 -1.65
S: 0.70 -0.68 -1.35
H: 1.76 -2.66 0.72
H: 0.86 -3.62 -0.57
H: 2.60 -3.94 -0.19
H: 1.47 0.25 -0.63
N: -1.02 2.81 0.26
C: -1.48 1.41 0.34
O: -2.07 0.87 1.62
H: -1.65 3.50 -0.24
H: -0.04 3.17 0.17
H: -0.56 0.92 0.12
H: -2.31 1.50 -0.39
H: -2.47 1.63 2.09

Values from the calculation:
Highest occupied orbital energy   -9.159 eV
HOMO-LUMO gap   0.3544 Ha
LUMO energy   0.4850 eV

---

Entry 5:
ORCA calculation (ωB97M-V with the def2-TZVPD basis set) on a 4-piece molecular cluster, C2H9NS overall in a non-equilibrium geometry.

Positions of all 13 atoms, in Å:
N: 0.54 2.01 -2.67
H: -0.12 1.51 -3.29
H: 2.24 2.00 5.07
H: 0.12 2.39 -1.87
H: 1.24 1.32 -2.30
C: 1.08 -0.58 1.25
C: -0.31 -1.03 1.32
S: -1.03 -0.65 -0.37
H: 2.46 2.68 5.55
H: 1.35 0.38 1.35
H: 1.93 -1.36 1.25
H: -0.84 -0.62 2.08
H: -0.35 -2.23 1.39

Values from the calculation:
Highest occupied orbital energy   -8.581 eV
HOMO-LUMO gap   0.2392 Ha
LUMO energy   -2.0724 eV

---

Entry 6:
ORCA calculation (ωB97M-V with the def2-TZVPD basis set) on a 2-piece molecular cluster, C2H9NS overall in a non-equilibrium geometry.

Positions of all 13 atoms, in Å:
S: -0.81 2.29 0.36
H: -0.03 3.36 0.46
C: 1.12 -1.85 -1.35
C: 0.13 -1.94 -0.24
N: 0.20 -0.86 0.79
H: 1.23 -2.72 -1.99
H: 0.88 -0.96 -1.95
H: 2.17 -1.70 -1.07
H: -0.87 -2.02 -0.70
H: 0.11 -2.89 0.31
H: 0.92 -1.00 1.50
H: -0.70 -0.88 1.28
H: 0.31 0.03 0.26

Values from the calculation:
Highest occupied orbital energy   -6.412 eV
HOMO-LUMO gap   0.2280 Ha
LUMO energy   -0.2071 eV

---

Entry 7:
ORCA calculation (ωB97M-V with the def2-TZVPD basis set) on a 3-piece molecular cluster, C2H9NS overall in a non-equilibrium geometry.

Positions of all 13 atoms, in Å:
N: 2.41 0.13 0.04
H: 1.74 -0.45 0.48
H: -1.28 2.88 -2.45
H: 2.93 0.87 0.65
H: 3.14 -0.57 -0.08
C: -1.56 -1.08 1.03
C: -0.57 -0.36 -0.07
S: -0.06 -2.02 0.65
H: -1.32 2.30 -1.95
H: -1.57 -0.57 1.96
H: -2.61 -1.39 0.65
H: -0.51 0.74 0.29
H: -0.75 -0.47 -1.21

Values from the calculation:
Highest occupied orbital energy (spin up / spin down)   -14.698 / -14.163 eV
HOMO-LUMO gap (spin up / spin down)   0.3546 / 0.1840 Ha
⟨S²⟩   0.755
2S+1   2
LUMO energy (spin up / spin down)   -5.0502 / -9.1572 eV
Charge   +1

---

Entry 8:
ORCA calculation (ωB97M-V with the def2-TZVPD basis set) on a 2-piece molecular cluster, C2H9NSi overall in a non-equilibrium geometry.

Positions of all 13 atoms, in Å:
C: -2.36 -1.82 -0.18
C: 1.86 2.17 0.07
N: -0.96 -1.63 0.20
Si: -0.22 -2.06 1.68
H: -3.00 -1.90 0.69
H: -2.74 -1.01 -0.78
H: -2.37 -2.85 -0.78
H: 1.57 1.08 0.14
H: 1.00 2.49 -0.46
H: 2.64 2.38 -0.60
H: -0.33 -1.41 -0.56
H: 1.79 2.59 1.00
H: 1.07 -1.02 1.58

Values from the calculation:
Highest occupied orbital energy   -8.181 eV
HOMO-LUMO gap   0.3059 Ha
LUMO energy   0.1439 eV

---

Entry 9:
ORCA calculation (ωB97M-V with the def2-TZVPD basis set) on one molecule with the formula C2H9NSi2 in a non-equilibrium geometry.

Positions of all 14 atoms, in Å:
C: 0.36 -0.31 1.03
C: -0.63 0.67 0.60
N: 0.24 -1.55 0.31
Si: -0.17 1.57 -0.96
Si: -0.46 -1.76 -1.31
H: 1.38 0.06 0.87
H: 0.35 -0.48 2.15
H: -1.65 0.11 0.81
H: -0.48 1.48 1.43
H: 1.07 -2.06 0.31
H: 0.76 2.65 -0.44
H: 0.84 0.93 -1.86
H: -0.33 -3.17 -1.12
H: -1.28 1.87 -1.79

Values from the calculation:
Highest occupied orbital energy   -8.224 eV
HOMO-LUMO gap   0.2996 Ha
LUMO energy   -0.0726 eV

---

Entry 10:
ORCA calculation (ωB97M-V with the def2-TZVPD basis set) on C2H9O2 as an isolated structure in a non-equilibrium geometry.

Positions of all 13 atoms, in Å:
O: -1.24 1.66 1.11
H: -0.22 0.90 0.83
H: -0.98 2.56 1.25
H: -2.14 1.53 1.39
C: 0.19 -1.04 0.04
O: 0.60 0.10 0.94
C: 0.58 -0.82 -1.40
H: 0.57 -1.95 0.50
H: -0.90 -1.06 0.13
H: 1.43 0.38 0.51
H: 1.66 -0.98 -1.48
H: 0.18 -1.47 -2.19
H: 0.27 0.21 -1.64

Values from the calculation:
Highest occupied orbital energy   -16.997 eV
HOMO-LUMO gap   0.4898 Ha
LUMO energy   -3.6681 eV
Charge   +1

---

Entry 11:
ORCA calculation (ωB97M-V with the def2-TZVPD basis set) on a 2-piece molecular cluster, C2H9O2 overall in a non-equilibrium geometry.

Positions of all 13 atoms, in Å:
O: -1.39 -0.35 1.83
H: -1.12 0.11 0.51
H: -2.20 -0.06 2.30
H: -1.57 -1.28 2.06
C: 0.67 0.84 -0.44
O: -0.81 0.53 -0.42
C: 1.39 -0.42 -0.91
H: 0.75 1.67 -1.14
H: 0.85 1.07 0.60
H: -1.22 0.11 -1.18
H: 1.31 -1.19 -0.14
H: 0.94 -0.81 -1.82
H: 2.40 -0.21 -1.25

Values from the calculation:
Highest occupied orbital energy   -17.099 eV
HOMO-LUMO gap   0.4935 Ha
LUMO energy   -3.6695 eV
Charge   +1

---

Entry 12:
ORCA calculation (ωB97M-V with the def2-TZVPD basis set) on a 3-piece molecular cluster, C2H9O3 overall in a non-equilibrium geometry.

Positions of all 14 atoms, in Å:
C: -1.07 -0.29 0.47
O: 0.30 -0.25 0.05
C: -1.26 0.07 1.92
H: -1.64 0.49 0.03
H: -1.52 -1.26 0.28
H: -0.56 0.99 2.08
H: -2.29 0.38 2.19
H: -1.03 -0.71 2.61
H: 1.73 -1.92 -1.73
H: 2.09 -0.43 -2.11
O: 2.30 -1.39 -2.23
H: 1.50 2.21 -1.20
H: 0.37 0.59 -0.65
O: 1.08 1.51 -1.75

Values from the calculation:
Highest occupied orbital energy   -3.838 eV
HOMO-LUMO gap   0.2883 Ha
LUMO energy   4.0064 eV
Charge   -1

---

Which DFT total energy belongs to each record? In order, -13940.72755; -27427.37268; -27427.00503; -27426.50604; -14540.49307; -14543.47406; -14533.20477; -11585.76933; -19462.58402; -6307.19391; -6307.36726; -8362.47973 eV.
Which relative energy (zero: lowest compared OMol25 entry of this formula, charge and spin) belongs to each record? In order, 7.430; 0.721; 1.089; 1.588; 4.800; 1.819; 3.767; 2.652; 1.933; 0.393; 0.220; 0.846 eV.